O4SSn as an isolated structure, computed with ωB97M-V/def2-TZVPD.

DFT total energy in Ha: -913.35794
Energy relative to the best compared isomer or geometry (same formula, charge and spin) in kJ/mol: 109.8
Total charge: 0
LUMO in eV: -3.66
Orbital gap in eV: 5.145

Positions of all 6 atoms, in Å:
Sn: 1.13 2.25 0.71
S: -0.23 -0.49 -0.14
O: -0.42 0.76 -0.92
O: -1.42 -0.75 0.64
O: 0.01 -1.60 -1.05
O: 0.93 -0.17 0.76

These are the Mulliken partial charges, in e, on atoms 1 to 4: 1.198, 1.429, -0.715, -0.615

---

C29H29BF2N6O4S3Zr as an isolated structure, computed with ωB97M-V/def2-TZVPD.

DFT total energy in Ha: -3218.04878
Total charge: +2
LUMO in eV: -5.25
Orbital gap in eV: 7.562

Positions of all 75 atoms, in Å:
Zr: 0.02 -0.13 -0.26
O: 1.26 -1.13 3.02
S: 2.33 -0.87 2.05
O: 3.58 -1.51 2.29
N: 1.66 -1.18 0.58
C: 1.84 -2.43 -0.03
C: 2.60 -3.47 0.49
C: 2.77 -4.68 -0.19
C: 2.20 -4.90 -1.41
C: 1.37 -3.91 -1.96
C: 0.71 -4.08 -3.19
C: -0.18 -3.14 -3.64
C: -0.43 -2.02 -2.84
N: 0.21 -1.79 -1.71
C: 1.15 -2.69 -1.25
C: 2.60 0.89 2.17
C: 2.67 1.35 3.48
C: 2.92 2.69 3.71
C: 3.10 3.56 2.64
C: 3.05 3.08 1.34
C: 2.82 1.73 1.10
H: 3.10 -3.34 1.43
H: 3.39 -5.45 0.27
H: 2.35 -5.83 -1.94
H: 0.90 -4.97 -3.77
H: -0.70 -3.25 -4.58
H: -1.18 -1.30 -3.13
H: 2.52 0.66 4.30
H: 2.98 3.07 4.73
H: 3.30 4.61 2.82
H: 3.21 3.76 0.51
H: 2.86 1.34 0.09
N: -0.54 0.62 1.89
C: -1.72 -0.01 2.42
C: -2.48 0.54 3.42
C: -3.53 -0.20 4.00
C: -3.78 -1.48 3.61
C: -3.02 -2.06 2.56
C: -3.25 -3.37 2.10
C: -2.49 -3.85 1.07
C: -1.52 -3.03 0.49
N: -1.26 -1.80 0.89
C: -1.99 -1.31 1.95
H: 0.20 0.10 2.41
H: -0.49 1.58 2.19
H: -2.26 1.53 3.79
H: -4.10 0.25 4.80
H: -4.55 -2.07 4.08
H: -4.02 -3.97 2.56
H: -2.64 -4.85 0.67
H: -0.95 -3.41 -0.34
S: -0.24 2.71 -0.40
C: 0.83 2.93 -3.07
N: 2.06 2.55 -3.30
C: 2.92 3.49 -4.03
C: 1.97 4.39 -4.81
S: 0.40 4.37 -3.86
H: 2.42 1.70 -2.89
H: 3.60 2.95 -4.68
H: 3.50 4.06 -3.31
H: 1.74 4.01 -5.80
H: 2.33 5.41 -4.88
N: -4.71 2.78 -0.62
C: -3.84 1.89 0.18
C: -2.96 1.15 -0.88
O: -3.25 1.41 -2.05
O: -2.12 0.33 -0.44
H: -5.71 2.60 -0.51
H: -4.35 2.44 -1.62
H: -4.53 3.76 -0.49
H: -4.41 1.17 0.76
H: -3.19 2.46 0.84
F: -0.55 0.92 -2.42
B: -0.06 2.15 -2.01
F: 1.54 0.50 -1.37

These are the Mulliken partial charges, in e, on atoms 1 to 4: -0.855, -0.681, 0.868, -0.666

---

A 2-piece molecular cluster, C6H15NO overall, computed with ωB97M-V/def2-TZVPD.

DFT total energy in Ha: -367.55344
SMILES: C=CCCNCC.O
Energy relative to the best compared isomer or geometry (same formula, charge and spin) in kJ/mol: 204.4
Total charge: 0
LUMO in eV: 1.03
Orbital gap in eV: 9.722

Positions of all 23 atoms, in Å:
C: 0.56 -1.26 2.08
C: -0.57 -0.59 1.92
C: -1.28 -0.39 0.62
C: -0.84 -1.26 -0.57
N: 0.35 -0.67 -1.20
C: 0.10 0.18 -2.35
C: 0.31 1.67 -2.13
H: 0.98 -1.44 3.06
H: 1.05 -1.71 1.23
H: -1.14 -0.29 2.79
H: -1.24 0.66 0.30
H: -2.35 -0.60 0.77
H: -1.70 -1.25 -1.25
H: -0.59 -2.25 -0.21
H: 1.06 -1.36 -1.38
H: -0.90 -0.01 -2.77
H: 0.76 -0.10 -3.18
H: 0.09 2.13 -3.10
H: -0.36 2.16 -1.42
H: 1.31 1.90 -1.77
O: 0.93 1.70 1.82
H: 1.76 2.19 1.88
H: 1.15 1.00 1.18

These are the Mulliken partial charges, in e, on atoms 1 to 4: -0.733, -0.325, -0.125, -1.014

---

One molecule with the formula C2H6ClOP, computed with ωB97M-V/def2-TZVPD.

DFT total energy in Ha: -956.60640
SMILES: CCP(O)Cl
Energy relative to the best compared isomer or geometry (same formula, charge and spin) in kJ/mol: 79.0
Total charge: 0
LUMO in eV: 0.19
Orbital gap in eV: 9.917

Positions of all 11 atoms, in Å:
C: 1.16 1.11 0.29
C: 0.52 -0.16 -0.27
P: -1.00 -0.66 0.68
O: -1.39 -1.89 -0.36
Cl: -2.44 1.04 -0.15
H: 1.69 0.83 1.16
H: 1.90 1.44 -0.45
H: 0.37 1.78 0.48
H: 1.06 -1.04 -0.18
H: 0.15 -0.02 -1.22
H: -2.01 -2.44 0.02

These are the Mulliken partial charges, in e, on atoms 1 to 4: -0.963, -0.680, 0.316, -0.409

---

C44H55GeN3O6Ti as an isolated structure, computed with ωB97M-V/def2-TZVPD.

DFT total energy in Ha: -5251.71942
Energy relative to the best compared isomer or geometry (same formula, charge and spin) in kJ/mol: 106.7
Total charge: 0
LUMO in eV: 0.51
Orbital gap in eV: 7.602

Positions of all 110 atoms, in Å:
Ti: -0.55 0.65 -0.18
C: 0.87 0.41 3.60
C: 1.39 1.58 2.81
O: 1.91 1.03 1.61
C: 3.10 1.61 1.12
C: 3.74 0.60 0.16
O: 2.80 -0.35 -0.32
C: 2.68 -1.50 0.49
C: 1.48 -2.27 0.04
O: 0.22 -1.64 0.38
C: -0.44 -2.24 1.49
C: 0.07 -1.71 2.80
O: -0.03 -0.30 2.77
H: 0.37 0.75 4.51
H: 1.71 -0.22 3.89
H: 2.17 2.08 3.38
H: 0.61 2.30 2.58
H: 3.78 1.82 1.95
H: 2.88 2.55 0.61
H: 4.58 0.09 0.64
H: 4.12 1.13 -0.71
H: 2.61 -1.23 1.55
H: 3.56 -2.14 0.35
H: 1.50 -3.26 0.50
H: 1.50 -2.38 -1.03
H: -0.31 -3.32 1.45
H: -1.49 -2.02 1.38
H: 1.11 -2.01 2.96
H: -0.52 -2.13 3.62
C: -2.13 0.17 0.66
Ge: -3.91 -0.09 0.02
C: -4.84 -1.30 1.26
C: -4.49 -1.38 2.61
C: -5.16 -2.23 3.48
C: -6.21 -3.02 3.00
C: -6.57 -2.95 1.66
C: -5.89 -2.10 0.80
C: -4.00 -0.95 -1.72
C: -5.03 -0.71 -2.62
C: -5.10 -1.40 -3.83
C: -4.14 -2.35 -4.15
C: -3.11 -2.61 -3.25
C: -3.04 -1.92 -2.05
C: -4.95 1.56 -0.05
C: -4.85 2.42 -1.14
C: -5.55 3.62 -1.18
C: -6.36 3.98 -0.11
C: -6.47 3.14 0.99
C: -5.77 1.93 1.02
H: -2.05 0.09 1.74
H: -3.67 -0.78 3.00
H: -4.88 -2.28 4.52
H: -6.74 -3.69 3.68
H: -7.38 -3.57 1.29
H: -6.18 -2.07 -0.25
H: -5.80 0.03 -2.39
H: -5.91 -1.19 -4.53
H: -4.19 -2.88 -5.09
H: -2.35 -3.35 -3.49
H: -2.23 -2.13 -1.36
H: -4.20 2.16 -1.98
H: -5.46 4.27 -2.04
H: -6.90 4.92 -0.13
H: -7.10 3.42 1.83
H: -5.88 1.28 1.88
C: -2.67 1.55 -4.27
N: -1.65 0.53 -4.01
C: -1.21 -0.32 -5.00
C: -0.29 -1.25 -4.76
C: 0.28 -1.39 -3.42
O: 1.15 -2.23 -3.19
N: -0.22 -0.53 -2.44
C: -1.13 0.37 -2.77
O: -1.53 1.16 -1.83
H: -2.70 1.74 -5.34
H: -2.42 2.47 -3.75
H: -3.65 1.21 -3.94
H: -1.67 -0.17 -5.97
H: 0.06 -1.91 -5.54
C: 2.03 6.19 -2.30
C: 1.79 4.73 -2.02
C: 2.42 3.75 -2.77
C: 2.19 2.40 -2.49
C: 2.83 1.30 -3.30
C: 1.34 2.09 -1.45
C: 0.65 3.04 -0.67
C: 0.91 4.38 -0.99
N: -0.24 2.56 0.31
C: -0.98 3.58 1.11
C: 0.01 4.45 1.93
C: -1.90 2.91 2.13
C: -1.89 4.42 0.21
H: 2.76 6.32 -3.10
H: 2.40 6.71 -1.41
H: 1.11 6.69 -2.60
H: 3.10 4.03 -3.57
H: 3.91 1.44 -3.37
H: 2.44 1.29 -4.32
H: 2.64 0.32 -2.86
H: 1.26 1.03 -1.26
H: 0.44 5.18 -0.45
H: 1.05 4.24 1.68
H: -0.11 4.26 3.01
H: -0.16 5.52 1.77
H: -1.36 2.17 2.74
H: -2.74 2.42 1.65
H: -2.29 3.68 2.80
H: -1.35 5.05 -0.50
H: -2.52 5.07 0.82
H: -2.55 3.75 -0.35

These are the Mulliken partial charges, in e, on atoms 1 to 4: -2.372, -1.264, 0.323, 0.117